(1)
Here is a structure of composition C31H47NO4P2Sc in a non-equilibrium geometry from OMol25. Energies are from the ωB97M-V functional and the def2-TZVPD basis.

Last column: Mulliken charge in e.
Cartesian coordinates (Å):
Sc: 0.356 -0.159 0.163  -0.62
C: -0.859 -0.284 2.221  0.33
C: -1.845 -0.209 1.178  1.08
C: -0.766 -2.253 1.013  1.02
C: -0.213 -1.559 2.121  0.93
C: -1.752 -1.415 0.408  0.60
C: -0.604 0.702 3.306  -1.43
H: -1.274 1.565 3.239  0.29
H: 0.432 1.076 3.282  0.23
H: -0.747 0.229 4.288  0.46
C: 0.776 -2.101 3.090  -1.87
H: 0.492 -1.867 4.126  0.47
H: 1.784 -1.685 2.925  0.23
H: 0.857 -3.191 3.001  0.36
C: -0.482 -3.662 0.640  -1.78
H: -0.196 -4.248 1.522  0.39
H: 0.351 -3.736 -0.076  0.19
H: -1.356 -4.138 0.180  0.45
C: -2.624 -1.837 -0.722  -1.67
H: -3.200 -2.735 -0.452  0.49
H: -2.029 -2.101 -1.610  0.28
H: -3.333 -1.053 -1.007  0.35
C: -2.914 0.819 1.056  -1.66
H: -3.842 0.502 1.558  0.32
H: -3.172 1.008 0.007  0.34
H: -2.614 1.765 1.515  0.38
C: 0.995 6.583 -1.134  -0.02
C: -0.025 6.800 -0.292  -0.64
C: -1.253 7.591 -0.639  -0.93
C: -1.848 7.352 -2.062  -0.96
C: -1.769 5.937 -2.566  -0.19
C: -0.775 5.439 -3.311  -0.50
C: 0.509 6.146 -3.631  -0.50
C: 1.055 7.113 -2.537  -1.08
H: -1.068 8.678 -0.546  0.33
H: -1.384 8.060 -2.766  0.35
H: -2.037 7.358 0.100  0.35
H: 0.542 8.081 -2.632  0.32
H: 1.915 6.112 -0.778  0.50
H: 0.060 6.537 0.765  0.77
H: 2.114 7.301 -2.786  0.42
H: 1.278 5.380 -3.827  0.30
H: -0.916 4.487 -3.829  0.47
H: 0.421 6.727 -4.569  0.43
H: -2.915 7.634 -2.002  0.40
H: -2.661 5.336 -2.368  0.41
P: 0.817 2.495 -0.041  1.22
P: -0.042 0.517 -2.404  1.30
C: 0.866 3.139 -1.769  0.10
C: 0.817 2.086 -2.882  -1.32
H: 1.771 3.754 -1.878  0.70
H: 0.020 3.832 -1.876  -0.79
H: 0.298 2.487 -3.769  0.62
H: 1.835 1.801 -3.193  0.37
C: 0.572 -0.653 -3.644  -1.15
H: -0.107 -1.515 -3.706  0.39
H: 1.574 -1.003 -3.347  0.23
H: 0.631 -0.150 -4.620  0.46
C: -1.783 0.833 -2.830  -1.40
H: -1.851 1.358 -3.791  0.51
H: -2.256 1.447 -2.051  0.18
H: -2.330 -0.116 -2.895  0.35
C: 2.314 3.189 0.703  -1.33
H: 2.314 2.993 1.783  0.41
H: 2.372 4.270 0.524  0.33
H: 3.189 2.694 0.262  0.42
C: -0.525 3.511 0.683  -0.57
H: -1.506 3.159 0.332  0.16
H: -0.410 4.564 0.389  -0.39
H: -0.501 3.438 1.780  0.44
O: 3.523 -1.220 -1.916  -0.68
C: 3.044 -1.711 -0.890  0.17
O: 2.014 -1.204 -0.223  -0.07
C: 3.633 -2.982 -0.341  -0.18
C: 4.800 -3.503 -0.944  -0.71
C: 5.317 -4.739 -0.575  -0.47
C: 4.664 -5.492 0.422  -0.12
C: 3.542 -4.960 1.084  -0.60
C: 3.046 -3.714 0.715  0.11
N: 5.075 -6.831 0.676  0.93
O: 6.061 -7.294 0.053  -0.57
O: 4.427 -7.505 1.508  -0.57
H: 5.302 -2.932 -1.720  0.49
H: 6.197 -5.146 -1.054  0.50
H: 3.063 -5.546 1.871  0.48
H: 2.188 -3.318 1.263  0.63

Force components x, y, z for each atom (eV/Å):
0.78 -1.59 0.15
-0.47 -0.57 -0.70
0.57 -0.60 0.29
-0.25 0.87 0.33
-0.68 0.31 -0.49
0.52 0.37 0.69
0.16 0.28 0.35
0.11 -0.16 0.06
-0.19 -0.02 0.12
0.02 0.20 -0.18
0.57 0.01 0.33
0.06 -0.06 -0.29
-0.21 -0.15 0.13
-0.02 0.28 0.09
0.35 -0.42 -0.44
-0.12 0.07 -0.21
-0.23 -0.09 0.12
0.17 0.10 0.13
-0.24 -0.23 -0.44
0.08 0.26 -0.07
-0.23 0.00 0.17
0.10 -0.18 0.07
-0.40 0.39 -0.10
0.31 0.00 -0.13
-0.01 0.06 0.19
-0.12 -0.13 -0.10
-0.18 0.38 0.51
0.75 0.53 -0.18
-0.69 0.03 -0.11
-0.13 0.44 0.41
-0.04 -0.12 -0.43
-0.69 0.43 -0.13
0.50 0.17 -0.06
0.22 0.01 -0.62
0.05 -0.44 0.11
-0.26 -0.43 0.15
0.26 0.08 -0.18
0.28 -0.36 0.23
-0.33 -0.07 0.05
0.12 -0.12 -0.29
-0.40 0.01 0.08
-0.20 0.20 0.00
-0.01 0.04 0.38
-0.02 -0.31 0.27
0.43 -0.08 -0.13
0.27 -0.02 -0.20
-0.34 0.83 0.15
-0.07 0.07 -0.32
0.03 0.07 -0.21
0.15 -0.29 -0.01
-0.26 -0.16 0.08
0.20 -0.18 0.19
0.25 -0.14 0.22
-0.32 0.00 0.12
0.06 -0.20 -0.20
0.21 0.22 -0.04
-0.31 0.18 -0.11
-0.05 -0.26 0.20
-0.22 0.11 -0.17
-0.07 -0.13 0.16
0.11 -0.10 -0.23
0.15 0.27 0.00
0.36 -0.03 0.23
0.05 0.09 -0.23
-0.02 -0.26 0.07
-0.14 0.16 0.12
-0.13 0.07 0.19
0.31 0.08 0.05
0.03 -0.44 0.05
-0.03 -0.03 -0.30
-1.04 -0.32 1.43
0.59 0.49 -0.88
0.03 0.29 -0.31
0.41 -0.97 0.43
-0.40 0.14 0.24
-0.46 -0.33 0.61
-0.86 2.18 -0.85
0.44 -0.46 -0.06
0.15 0.36 -0.29
1.22 -3.54 0.82
-2.00 1.25 1.14
1.09 1.50 -1.55
-0.21 -0.06 0.09
-0.08 0.01 0.01
0.19 0.21 -0.31
0.37 -0.09 -0.43

Summary:
- Energy relative to the best compared isomer or geometry (same formula, charge and spin): 0.0 kJ/mol
- Charge: +1
- Gap between HOMO and LUMO: 8.01 eV
- E_tot: -81862.436 eV
- Lowest unoccupied orbital energy: -3.321 eV



(2)
Here is a structure of composition C31H48Cl2MnN3O4Si in a non-equilibrium geometry from OMol25. Energies are from the ωB97M-V functional and the def2-TZVPD basis.

Last column: Mulliken spin population.
Cartesian coordinates (Å):
C: 4.512 2.841 -3.049  0.00
C: 3.172 2.227 -3.250  0.00
H: 5.235 2.461 -3.786  0.00
H: 4.860 2.600 -2.037  0.00
H: 4.511 3.938 -3.145  0.00
C: 2.556 2.120 -4.451  0.00
C: 3.010 2.833 -5.683  0.00
H: 1.668 1.475 -4.563  0.00
H: 3.873 2.321 -6.157  0.00
H: 3.291 3.870 -5.450  0.00
H: 2.190 2.863 -6.415  0.00
Mn: -0.386 -0.873 1.856  4.33
Cl: 1.240 2.251 1.399  -0.03
C: -2.760 0.122 0.387  0.03
O: -2.197 -0.957 0.746  0.01
N: -3.829 0.184 -0.416  0.02
C: -4.222 -0.994 -1.176  0.00
C: -4.744 1.313 -0.295  -0.02
H: -2.381 1.089 0.750  0.01
H: -3.731 -1.882 -0.766  0.00
H: -3.942 -0.911 -2.233  0.00
H: -5.308 -1.073 -1.121  0.00
H: -4.791 1.679 0.742  0.01
H: -5.731 0.977 -0.616  0.00
H: -4.435 2.157 -0.926  0.00
H: -2.375 -4.054 4.661  0.00
H: -2.127 -1.699 6.939  -0.01
C: -1.332 -4.030 5.028  0.01
C: -1.187 -2.266 6.822  0.05
N: -0.949 -2.682 5.446  -0.03
H: -0.694 -4.394 4.211  0.00
C: -0.492 -1.836 4.533  -0.03
O: -0.274 -2.216 3.333  0.11
H: -0.380 -1.589 7.115  0.00
H: -0.296 -0.785 4.840  0.00
H: -1.199 -4.655 5.910  0.00
H: -1.189 -3.161 7.453  0.00
H: 2.279 -1.614 -2.856  0.00
H: 0.343 -1.281 -5.266  0.00
C: 1.822 -2.580 -3.118  0.00
C: 0.102 -2.295 -4.910  0.00
N: 0.410 -2.423 -3.487  0.00
H: 1.909 -3.247 -2.252  0.00
C: -0.585 -2.614 -2.569  0.00
O: -0.444 -3.035 -1.423  0.00
H: -0.967 -2.476 -5.052  0.00
H: -1.595 -2.347 -3.002  0.00
H: 2.338 -2.999 -3.989  0.00
H: 0.687 -3.030 -5.487  0.00
O: 3.010 0.435 -1.654  0.00
C: 2.473 1.640 -1.987  0.01
C: 0.359 0.630 -2.920  0.01
C: 0.918 1.609 -2.110  0.00
H: 1.015 -0.159 -3.293  -0.01
C: -0.974 0.733 -3.333  0.00
H: 2.685 2.388 -1.204  0.00
C: 0.111 2.593 -1.556  0.02
H: -1.357 -0.006 -4.044  0.00
C: -1.765 1.787 -2.859  0.00
C: -1.237 2.676 -1.921  0.00
H: 0.572 3.283 -0.865  -0.01
H: -2.796 1.862 -3.225  0.00
H: -1.866 3.454 -1.495  0.00
Si: 3.308 -0.960 0.316  0.04
Cl: 0.812 -0.845 -0.008  -0.05
C: 3.081 -2.804 0.828  0.00
C: 3.610 0.005 1.930  -0.05
C: 4.649 -0.802 -0.957  0.00
H: 2.283 -2.993 1.562  0.01
H: 3.996 -3.249 1.256  0.00
H: 2.848 -3.384 -0.078  0.00
H: 4.384 -1.432 -1.808  0.00
H: 5.630 -1.107 -0.582  0.00
H: 4.688 0.240 -1.307  0.00
H: 2.707 0.294 2.483  0.06
H: 4.202 0.904 1.715  0.00
H: 4.219 -0.627 2.607  0.00
C: 0.234 1.140 2.095  0.18
C: -0.820 1.032 2.785  -0.25
C: -1.969 1.453 3.535  -0.06
C: -1.989 2.764 4.030  0.14
C: -3.163 3.286 4.548  -0.10
C: -4.297 2.471 4.671  0.33
C: -4.255 1.140 4.255  -0.13
C: -3.094 0.602 3.689  0.23
H: -1.079 3.363 3.964  0.04
H: -3.195 4.328 4.869  0.00
H: -5.204 2.867 5.117  0.04
H: -5.128 0.494 4.365  -0.01
H: -3.067 -0.428 3.360  0.09

Force components x, y, z for each atom (eV/Å):
0.36 0.29 0.09
-2.17 -0.88 -0.82
-0.11 0.07 0.24
0.09 0.04 -0.23
-0.10 -0.17 0.02
0.41 -0.02 0.96
0.29 -0.19 -0.47
0.44 0.77 0.23
-0.28 0.35 0.06
0.08 -0.25 -0.15
0.29 0.04 0.07
-0.16 2.23 0.65
1.03 1.62 -0.80
0.88 -1.47 0.96
-1.29 1.72 -1.21
0.32 -0.51 0.25
-0.11 -0.01 0.07
0.36 0.51 -0.14
-0.19 -0.16 0.18
-0.18 0.24 0.00
0.05 0.18 0.13
-0.01 -0.31 0.01
-0.01 -0.27 -0.30
0.03 0.11 0.12
-0.08 -0.17 -0.03
0.39 -0.01 0.32
0.18 -0.43 -0.11
-0.08 -0.01 -0.09
-0.06 0.47 -0.11
-0.05 -0.06 -0.39
-0.11 0.31 0.36
0.49 -0.26 -1.85
-0.47 0.02 2.64
-0.07 -0.20 0.16
-0.11 -0.52 -0.14
-0.22 -0.23 -0.20
0.02 0.35 -0.03
-0.08 -0.14 -0.02
-0.01 -0.27 -0.06
-0.23 0.04 0.01
0.12 0.38 0.59
0.01 -0.53 0.04
-0.11 0.12 -0.26
-0.10 -0.58 0.65
-0.31 0.40 -1.71
0.14 0.03 -0.11
0.61 -0.26 0.34
0.07 -0.05 0.25
-0.26 0.20 0.16
-2.03 0.64 -0.31
-0.74 0.06 0.34
-0.55 0.13 -0.39
1.07 0.20 -0.52
-0.36 0.38 0.20
0.50 -0.08 0.24
-0.07 0.32 0.19
-0.25 -0.16 -0.52
-0.09 0.32 0.24
-0.10 -0.44 -0.03
0.09 -0.09 -0.09
-0.24 0.19 -0.09
0.31 0.12 0.30
0.05 -0.03 -0.05
-1.07 0.38 0.00
2.50 -0.44 -1.43
0.07 0.00 -0.27
0.25 -0.05 -0.24
1.98 -0.88 0.76
0.11 0.32 -0.33
-0.01 0.35 -0.20
-0.06 0.06 0.24
0.18 0.08 -0.03
0.14 -0.53 0.24
0.49 -0.88 0.38
0.10 -0.11 -0.31
-0.23 -0.07 0.06
-0.20 0.07 -0.41
0.66 -1.93 0.79
-2.70 -0.70 1.28
2.13 -0.89 -1.54
-0.88 1.40 0.88
1.29 0.11 -0.02
-1.12 0.14 0.21
0.67 -0.86 -0.40
-1.46 0.49 0.72
-0.31 -0.06 -0.09
0.00 -0.21 0.01
0.04 -0.01 -0.07
0.12 0.19 0.03
0.04 -0.04 -0.09

Summary:
- Energy relative to the best compared isomer or geometry (same formula, charge and spin): 648.9 kJ/mol
- 2S+1: 6
- Charge: -1
- Gap between HOMO and LUMO (alpha / beta): 2.69 / 5.14 eV
- E_tot: -109825.567 eV
- Lowest unoccupied orbital energy (alpha / beta): 2.343 / 2.259 eV